{"formula": "C3HCl3N2", "method": "wB97M-V/def2-TZVPD", "molar_mass_g_mol": 171.41, "orbital_gap_ev": [7.745, 7.151], "e_above_lowest_ev": 2.846, "spin_multiplicity": 1, "symbols": ["Cl", "C", "C", "N", "Cl", "N", "Cl", "H", "C"], "xyz": [[0.2097, 2.1839, 0.0300], [-0.3497, -1.6916, -0.3044], [1.0084, 0.7513, -0.0040], [0.1466, -2.5365, -0.8818], [1.7808, 0.2109, -1.4295], [-1.9499, 0.0943, 0.5618], [1.9694, 0.5500, 1.4635], [-1.7313, 1.1012, 0.3775], [-1.0839, -0.6634, 0.1869]], "forces_ev_per_a": [[-1.09, 1.98, -0.50], [-1.98, 1.09, 1.39], [0.24, -2.38, 0.85], [1.53, -1.96, -1.28], [0.15, 0.27, -0.19], [-0.20, -0.43, -0.49], [-0.13, -0.34, -0.38], [-0.01, -0.17, 0.51], [1.49, 1.94, 0.10]], "nbo_charge": [0.111, 0.118, -0.337, -0.198, 0.084, -0.509, 0.018, 0.385, 0.329]}

---

{"formula": "C3HCl3O", "method": "wB97M-V/def2-TZVPD", "molar_mass_g_mol": 159.40, "orbital_gap_ev": 9.902, "e_above_lowest_ev": 2.364, "spin_multiplicity": 1, "symbols": ["C", "Cl", "Cl", "C", "Cl", "H", "O", "C"], "xyz": [[-2.1358, 0.0446, -0.3637], [2.5279, -0.7781, 0.6526], [0.0603, -1.8241, -0.1554], [0.9436, -0.4892, 0.3444], [1.2834, 2.3114, 0.3745], [-0.6312, 0.4457, 0.2165], [-2.3633, -0.4289, -1.3625], [0.3150, 0.7187, 0.2935]], "forces_ev_per_a": [[-2.30, -0.68, -1.05], [2.19, -0.22, 0.43], [-0.60, -1.73, 0.01], [-0.80, 3.24, -0.40], [-2.04, -2.51, 0.06], [-4.02, 1.64, -0.16], [-0.03, 0.38, 0.29], [7.60, -0.12, 0.82]], "nbo_charge": [0.502, 0.113, 0.072, -0.185, -0.020, 0.176, -0.469, -0.189]}

---

{"formula": "C3HCl5", "method": "wB97M-V/def2-TZVPD", "molar_mass_g_mol": 214.31, "orbital_gap_ev": 8.458, "e_above_lowest_ev": 2.551, "spin_multiplicity": 1, "symbols": ["C", "Cl", "C", "Cl", "Cl", "Cl", "C", "H", "Cl"], "xyz": [[1.0264, -0.0457, 0.1232], [0.4584, 1.0061, 1.4296], [1.0485, -1.3557, 0.2745], [0.4890, -2.2013, 1.6300], [-2.2067, 0.3269, 0.2081], [1.6876, -2.3291, -0.9673], [-2.0401, 1.2571, -1.1554], [1.1638, 0.4845, -0.8183], [-1.6268, 2.8572, -0.7243]], "forces_ev_per_a": [[-0.92, 1.32, 0.76], [0.96, -0.50, -0.52], [0.19, 0.09, -0.25], [-0.05, -0.09, 0.48], [-0.79, -0.66, 0.57], [0.10, -0.35, -0.53], [0.11, 0.30, -0.90], [0.41, -0.35, 0.34], [-0.02, 0.24, 0.04]], "nbo_charge": [-0.246, -0.007, -0.149, 0.084, 0.098, 0.069, -0.139, 0.248, 0.041]}

---

Number 1: total energy -1604.845878 Eh. Number 2: total energy -1570.632115 Eh. Number 3: total energy -2415.736887 Eh.